Version a
{"formula": "C6H13NO", "method": "ωB97M-V/def2-TZVPD", "orbital_gap_ev": 9.949, "charge": 0, "species": ["C", "O", "C", "C", "H", "H", "H", "H", "H", "H", "H", "C", "C", "C", "N", "H", "H", "H", "H", "H", "H"], "xyz": [[0.71192, 0.85911, 2.05052], [0.73278, 1.32498, 0.72419], [1.03588, -0.62145, 2.19658], [-0.02581, -1.52342, 1.56296], [-0.28555, 1.01082, 2.49928], [1.39049, 1.47140, 2.64383], [1.08754, -0.84917, 3.26632], [2.00541, -0.83148, 1.73881], [0.28641, -2.56740, 1.63471], [-0.13427, -1.29312, 0.50152], [-0.98516, -1.42349, 2.06995], [-0.26696, 0.31585, -2.70912], [0.72642, -0.56423, -2.76784], [-2.04010, 1.24315, -1.59682], [-0.96135, 0.59339, -1.50991], [-0.64562, 0.82179, -3.59790], [0.85268, -1.32082, -2.00583], [1.38979, -0.52333, -3.61960], [-2.57064, 1.51468, -0.68970], [-2.45623, 1.57652, -2.55171], [0.15238, 0.78623, 0.15975]], "mulliken_charge": [-0.408, -0.467, -0.330, -0.980, 0.255, 0.319, 0.306, 0.253, 0.323, 0.208, 0.308, -0.067, -0.650, -0.337, -0.236, 0.235, 0.242, 0.236, 0.264, 0.188, 0.339]}

Version b
{"formula": "C6H13NO", "method": "ωB97M-V/def2-TZVPD", "orbital_gap_ev": 8.203, "charge": 0, "species": ["C", "O", "H", "H", "H", "H", "C", "C", "C", "N", "C", "C", "H", "H", "H", "H", "H", "H", "H", "H", "H"], "xyz": [[1.03398, -1.75732, 0.33652], [-0.10091, -2.43358, 0.73847], [-0.59262, -1.87841, 1.36723], [1.47751, -2.24609, -0.52300], [1.75704, -1.54707, 1.13107], [0.63714, -0.49566, 0.35610], [-0.66151, -0.25519, -1.75844], [-0.61662, 0.85930, 0.72766], [0.33509, 0.30719, -0.78584], [0.10454, 1.83298, 1.34644], [-1.72639, 0.27306, 1.20085], [1.35537, 1.09506, -1.19068], [-0.27737, 2.28969, 2.16098], [0.95334, 2.13446, 0.87599], [-1.15567, -1.13809, -1.35767], [-1.43927, 0.47206, -1.99099], [-0.17511, -0.52433, -2.69663], [-2.14829, 0.53670, 2.16654], [-2.27839, -0.46153, 0.63667], [2.14473, 1.44815, -0.54547], [1.37341, 1.48862, -2.19582]], "mulliken_charge": [-0.505, -0.516, 0.363, 0.311, 0.334, 0.165, -1.487, 0.684, 0.947, -0.316, -1.498, -1.223, 0.201, 0.158, 0.342, 0.360, 0.451, 0.277, 0.346, 0.373, 0.234]}

Version c
{"formula": "C6H13NO", "method": "ωB97M-V/def2-TZVPD", "orbital_gap_ev": 9.058, "charge": 0, "species": ["C", "C", "N", "C", "C", "C", "C", "H", "H", "H", "H", "H", "H", "H", "H", "H", "H", "H", "H", "H", "O"], "xyz": [[-2.49362, 1.12662, 0.51755], [-1.63322, 0.92878, -0.47972], [-1.55558, -0.21402, -1.25193], [-0.28848, -0.50601, -1.89360], [1.98502, -1.29490, 1.21157], [0.80575, -1.05013, 0.31499], [0.87048, -0.74374, -0.96750], [-3.30504, 0.44641, 0.73966], [-2.52028, 2.01441, 1.13276], [-0.89857, 1.67497, -0.75938], [-2.10121, -1.00722, -0.95878], [-0.42485, -1.37331, -2.53847], [-0.06491, 0.31086, -2.57638], [1.82653, -0.88061, 2.20542], [2.12881, -2.37614, 1.31116], [2.92590, -0.87740, 0.86064], [-0.14881, -1.33708, 0.74886], [1.84258, -0.50708, -1.38798], [0.69914, 2.52458, 1.58766], [1.00749, 1.11752, 1.10461], [1.34287, 2.02347, 1.07887]], "mulliken_charge": [-0.882, 0.040, -0.299, -0.850, -1.207, -0.285, 0.113, 0.232, 0.258, 0.346, 0.275, 0.389, 0.335, 0.353, 0.390, 0.320, 0.244, 0.256, 0.314, 0.293, -0.633]}

Version d
{"formula": "C6H13NO", "method": "ωB97M-V/def2-TZVPD", "orbital_gap_ev": 9.399, "charge": 0, "species": ["C", "C", "C", "O", "N", "H", "H", "H", "H", "H", "H", "H", "C", "C", "C", "H", "H", "H", "H", "H", "H"], "xyz": [[1.80218, 1.60763, -0.79004], [0.91929, -1.95781, -0.06946], [0.79300, -0.53388, 0.36780], [1.13883, 0.37166, -1.00889], [1.06523, 0.02746, 1.45124], [1.29521, -0.59140, 2.22037], [2.62397, 1.69813, -1.50205], [1.09365, 2.43049, -0.91657], [2.20272, 1.67340, 0.22706], [0.75350, -2.07340, -1.13671], [1.91633, -2.31773, 0.18868], [0.17487, -2.56314, 0.44874], [-1.75474, 1.12598, 0.77093], [-1.28593, 0.06186, -0.17505], [-2.08003, -0.90422, -0.63621], [-0.23081, 0.39371, -0.86282], [-1.02470, 1.26531, 1.57119], [-1.84707, 2.08640, 0.25680], [-2.71919, 0.87772, 1.21949], [-3.10554, -1.01883, -0.29476], [-1.73074, -1.65935, -1.32973]], "mulliken_charge": [-0.696, -1.482, 1.051, -0.488, -0.673, 0.214, 0.243, 0.257, 0.318, 0.310, 0.406, 0.382, -1.190, 0.366, -0.864, 0.375, 0.289, 0.227, 0.404, 0.282, 0.270]}

Of them, version b has the lowest stability.